{
  "formula": "C18H24N2O4PtS",
  "method": "ωB97M-V with the def2-TZVPD basis set",
  "e_above_lowest_kj_mol": 3.0,
  "lumo_energy_ev": [-5.4, -8.3],
  "energy_ev": -44289.105,
  "homo_lumo_gap_ha": [0.347, 0.245],
  "spin_multiplicity": 3,
  "homo_energy_ev": [-14.80, -14.97],
  "total_charge": 2,
  "symbols": ["Pt", "C", "O", "C", "O", "N", "N", "H", "H", "H", "H", "H", "H", "C", "C", "C", "O", "C", "H", "H", "H", "H", "H", "H", "H", "H", "O", "S", "C", "C", "C", "C", "C", "C", "C", "C", "C", "C", "C", "C", "H", "H", "H", "H", "H", "H", "H", "H", "H", "H"],
  "coordinates": [[0.082501, -1.560762, 0.225465], [4.896542, -2.360225, 2.174696], [4.011030, -1.531024, 1.419115], [2.740074, -1.770556, 1.370959], [2.081103, -1.093277, 0.563461], [2.195863, -2.738460, 2.163652], [0.814631, -2.936453, 2.162324], [5.888800, -1.952518, 1.984172], [4.853379, -3.386028, 1.814355], [4.661594, -2.283322, 3.234375], [2.784950, -3.252240, 2.787269], [0.394172, -2.618578, 3.026892], [0.595865, -3.911835, 1.986089], [-3.666230, -1.814657, -1.537470], [-4.109366, -2.445995, -0.220850], [-2.904530, -2.279664, 0.694074], [-1.758291, -2.231403, -0.255971], [-2.252881, -2.333395, -1.672735], [-3.705864, -0.725357, -1.498182], [-4.304254, -2.142773, -2.354595], [-4.329709, -3.512832, -0.367595], [-5.004119, -1.979129, 0.168556], [-2.709904, -3.114727, 1.367798], [-2.926500, -1.345989, 1.245686], [-2.221228, -3.387813, -1.909247], [-1.559763, -1.757962, -2.277753], [0.085775, -0.239695, -1.655593], [0.150211, 0.716442, -0.508521], [-1.225839, 1.848983, -0.568523], [-1.729669, 2.176618, 0.659505], [-2.806424, 3.046090, 0.719575], [-3.353335, 3.561681, -0.450828], [-2.785262, 3.246019, -1.677048], [-1.694294, 2.386016, -1.753992], [1.594856, 1.722034, -0.679191], [2.295923, 1.756550, -1.882833], [3.436796, 2.546068, -1.958426], [3.848128, 3.287832, -0.856591], [3.133377, 3.202984, 0.340662], [1.997354, 2.423156, 0.425957], [-1.296524, 1.723592, 1.550878], [-3.204813, 3.309647, 1.687247], [-4.209953, 4.215956, -0.415366], [-3.177960, 3.665305, -2.589088], [-1.241380, 2.112210, -2.698644], [1.996776, 1.152534, -2.726833], [4.016985, 2.521927, -2.864161], [4.721761, 3.920987, -0.948315], [3.459221, 3.780567, 1.201830], [1.440404, 2.383484, 1.353759]],
  "forces_ev_per_angstrom": [[0.599, -0.211, 0.488], [0.522, -0.044, 0.205], [-0.128, 0.114, -0.167], [-0.153, -0.323, -0.071], [-0.012, -0.225, 0.305], [0.294, 0.734, -0.555], [-0.093, 0.150, -0.394], [-0.157, -0.114, 0.121], [-0.007, -0.065, 0.012], [0.100, -0.042, 0.102], [0.070, -0.265, 0.364], [0.016, -0.081, 0.164], [0.007, 0.000, 0.082], [-0.001, -0.235, -0.213], [-0.027, -0.446, 0.090], [0.172, -0.125, -0.590], [-0.961, -0.300, -0.120], [-0.079, 0.426, 0.793], [0.142, 0.022, 0.038], [0.051, -0.010, -0.101], [0.065, 0.280, 0.014], [-0.102, 0.103, 0.217], [-0.128, 0.053, -0.053], [0.113, 0.178, 0.018], [0.023, -0.214, -0.205], [-0.109, -0.009, -0.032], [-0.014, -0.175, -0.937], [-0.274, 1.349, -0.253], [0.785, -0.536, -0.206], [-0.369, -0.045, 0.760], [-0.113, 0.126, 0.158], [0.278, -0.121, 0.201], [0.344, -0.253, -0.252], [-0.195, -0.051, -0.168], [-0.077, -0.437, -0.704], [0.065, -0.206, 0.133], [-0.255, -0.242, 0.271], [-0.248, -0.197, 0.045], [0.423, 0.595, -0.104], [0.168, 0.380, 0.719], [-0.221, 0.208, -0.029], [-0.153, 0.066, 0.015], [-0.053, 0.085, 0.070], [-0.103, 0.067, -0.081], [-0.065, 0.082, -0.035], [-0.110, -0.037, -0.009], [0.062, 0.211, -0.194], [-0.014, -0.058, 0.172], [-0.068, -0.131, -0.130], [-0.007, -0.032, 0.043]]
}

=====

{
  "formula": "C6H9N",
  "method": "ωB97M-V with the def2-TZVPD basis set",
  "e_above_lowest_kj_mol": 456.2,
  "lumo_energy_ev": 0.4,
  "energy_ev": -7853.432,
  "homo_lumo_gap_ha": 0.346,
  "spin_multiplicity": 1,
  "smiles": "C=C=C=C.C1CN1",
  "homo_energy_ev": -9.05,
  "symbols": ["C", "C", "C", "C", "C", "C", "N", "H", "H", "H", "H", "H", "H", "H", "H", "H"],
  "coordinates": [[-0.755173, 2.622455, 0.220719], [-0.133311, 2.058291, -0.790748], [0.452884, 1.253967, -1.587196], [0.983705, 0.189241, -2.142576], [0.328603, -0.769002, 0.834401], [-0.738732, -1.640240, 1.355357], [-0.119095, -1.922686, 0.057662], [-1.832494, 2.518439, 0.330617], [-0.208707, 3.131538, 1.010914], [0.042955, 0.186109, 0.425335], [2.046752, -0.022937, -2.056912], [0.347009, -0.561960, -2.602884], [1.316876, -0.788093, 1.290791], [-1.768532, -1.294050, 1.296082], [-0.513903, -2.280800, 2.203601], [0.551163, -2.680273, 0.154837]],
  "forces_ev_per_angstrom": [[0.063, -0.013, -0.118], [0.035, -0.188, -0.010], [-0.097, -0.029, 0.173], [-0.059, 0.145, 0.054], [0.111, 0.228, 0.182], [-0.170, -0.051, 0.296], [0.120, -0.222, -0.095], [0.140, 0.151, -0.067], [-0.090, 0.088, -0.206], [0.094, -0.222, 0.151], [-0.118, 0.122, -0.155], [0.129, 0.173, -0.089], [-0.186, -0.115, 0.006], [0.174, -0.108, 0.035], [-0.044, -0.007, -0.145], [-0.101, 0.047, -0.012]]
}

=====

Number 1 is which compound?
C18H24N2O4PtS